1.
# C17H19B2N2O9S2

C17H19B2N2O9S2 as an isolated structure (ωB97M-V/def2-TZVPD, the OMol25 dataset).

Total charge: -1

Geometry as XYZ:
```
51
Properties=species:S:1:pos:R:3:lowdin_charge:R:1
C -2.5733 4.1869 -3.1784 -0.0896
N -3.3978 3.0119 -3.4714 -0.1131
C -3.5933 2.1169 -2.3250 -0.0712
B -3.1594 2.3537 -4.7421 -0.5940
O -4.1968 1.7563 -5.4004 0.1383
S -1.4780 2.1391 -5.6131 0.5529
O -1.7522 1.7824 -6.9898 -0.3464
O -0.6578 3.3129 -5.3624 -0.3553
N -0.9087 0.8345 -4.8798 -0.3367
S 0.0459 0.9157 -3.6089 0.5382
O 1.4438 1.1126 -3.9176 -0.3282
O -0.5015 1.7683 -2.5545 -0.3451
C -0.1546 -0.7855 -3.0574 -0.1270
B -1.2641 -0.8394 -1.9389 -0.7106
O -1.0425 -0.3247 -0.6731 0.1161
O -2.4733 -1.4496 -2.1730 0.1578
H -3.1929 4.9882 -2.7593 0.0782
H -1.7681 3.9471 -2.4785 0.0766
H -2.1072 4.5531 -4.0902 0.0687
H -3.4427 1.0704 -2.5960 0.0763
H -2.8708 2.3603 -1.5450 0.0775
H -4.6016 2.2041 -1.9007 0.0786
H -4.9953 1.8259 -4.8601 0.1036
H 0.8143 -1.1395 -2.7029 0.0962
H -0.4320 -1.3369 -3.9541 0.0809
H -1.1772 0.6317 -0.6612 0.0951
H -2.6021 -1.6206 -3.1146 0.1044
C -0.9383 -3.5999 3.0611 -0.0601
C -1.1609 -2.4713 2.2806 -0.0425
C -0.2196 -1.4559 2.2352 0.0100
C 0.9488 -1.5652 2.9806 -0.0743
C 1.1714 -2.6965 3.7708 -0.0890
C 0.2246 -3.7139 3.8046 -0.0109
C 2.4049 -2.8392 4.5926 -0.2802
O 2.6058 -3.8250 5.2721 0.0945
C 3.3924 -1.7202 4.5546 -0.0845
C 4.5393 -1.8073 5.3368 -0.0090
C 5.4730 -0.7860 5.3104 -0.0666
C 5.2684 0.3262 4.4999 -0.0623
C 4.1271 0.4195 3.7222 -0.0015
C 3.1836 -0.6013 3.7499 -0.0789
C 1.9507 -0.4630 2.9134 -0.2747
O 1.7773 0.5144 2.2224 0.1252
H -1.6735 -4.3943 3.0859 0.1039
H -2.0652 -2.3802 1.6927 0.1130
H -0.3817 -0.5899 1.6101 0.1041
H 0.4187 -4.5839 4.4173 0.1158
H 4.6793 -2.6833 5.9556 0.1167
H 6.3647 -0.8545 5.9203 0.1030
H 6.0026 1.1212 4.4760 0.1047
H 3.9458 1.2735 3.0835 0.1216
```

=====

2.
# C3H10N2S

C3H10N2S in the gas phase (ωB97M-V/def2-TZVPD, the OMol25 dataset).

Relative energy (zero: lowest compared OMol25 entry of this formula, charge and spin), kJ/mol: 67.7
Total charge: 0
SMILES: NCNCCS

Geometry as XYZ:
```
16
Properties=species:S:1:pos:R:3:lowdin_charge:R:1
N 2.7719 -0.3070 0.4764 0.0056
C 1.4761 -0.7227 -0.0181 -0.3459
N 0.4916 0.2791 0.3251 -0.0767
C -0.7116 0.2215 -0.5102 -0.2970
C -1.9375 0.2284 0.3975 -0.5890
S -3.5759 0.3001 -0.3668 0.6832
H 3.5202 -0.9643 0.5205 0.0604
H 2.7509 0.4855 1.0855 0.0551
H 1.5380 -0.9326 -1.0902 0.1036
H 1.1730 -1.6644 0.4681 0.1127
H 0.9301 1.1880 0.3124 0.1029
H -0.7533 1.0385 -1.2274 0.1060
H -0.6851 -0.6847 -1.1182 0.1095
H -1.9277 -0.6636 1.0114 0.0637
H -1.8107 1.0561 1.0916 0.0632
H -3.2501 1.1421 -1.3578 -0.1571
```

=====

3.
# C4H13NOS

A 2-piece molecular cluster, C4H13NOS overall (ωB97M-V/def2-TZVPD, the OMol25 dataset).

Relative energy (zero: lowest compared OMol25 entry of this formula, charge and spin), kJ/mol: 102.7
Total charge: 0
SMILES: CSCCCN.O

Geometry as XYZ:
```
20
Properties=species:S:1:pos:R:3:lowdin_charge:R:1
C 1.3055 1.9088 1.3194 -0.4616
S 0.4422 2.6016 -0.1198 0.7742
C -0.6587 1.2935 -0.7748 -0.5273
C 0.0237 0.0726 -1.3685 -0.2686
C -1.0002 -1.0666 -1.4228 -0.2834
N -1.1145 -1.7538 -0.1279 -0.0056
H 0.5531 1.5054 2.1022 0.0610
H 2.0665 1.1104 1.1945 0.0291
H 1.8953 2.6844 1.8492 0.0310
H -1.1858 0.9680 0.0737 0.0429
H -1.3589 1.7458 -1.4953 0.0847
H 0.4348 0.2806 -2.4249 0.1353
H 0.8808 -0.0258 -0.7207 0.0748
H -0.7102 -1.5862 -2.3191 0.0897
H -2.0154 -0.6490 -1.6392 0.1237
H -1.9852 -2.2576 0.0061 0.0693
H -0.4116 -2.4913 0.0845 0.0805
O 0.9517 -1.8511 1.8655 -0.0763
H 0.5237 -1.1165 1.3525 0.0151
H 1.3633 -1.3733 2.5657 0.0115
```

=====

4.
# C8H14FN3O4S

C8H14FN3O4S in the gas phase (ωB97M-V/def2-TZVPD, the OMol25 dataset).

Relative energy (zero: lowest compared OMol25 entry of this formula, charge and spin), kJ/mol: 0.0
Total charge: 0
SMILES: CC(=O)N(C)CCCCN(OC#N)S(=O)(=O)F

Geometry as XYZ:
```
31
Properties=species:S:1:pos:R:3:lowdin_charge:R:1
C -1.2009 -2.5881 -0.0166 -0.0056
C -2.4386 -1.7656 0.2874 -0.4843
O -3.2042 -2.1727 1.1296 0.1000
N -2.7476 -0.5570 -0.3990 -0.1089
C -2.3216 -0.5528 -1.8010 -0.0664
C -2.3574 0.6411 0.3498 -0.1665
C -1.0090 0.6158 1.0702 -0.1661
C 0.2161 0.5606 0.1555 -0.1778
C 1.3785 1.2364 0.8645 -0.1601
N 2.6567 1.2110 0.0877 -0.1704
O 2.6220 0.3370 -1.0280 -0.0106
C 2.6082 1.0601 -2.1066 -0.3055
N 2.6026 1.7141 -3.0752 0.1894
S 4.0042 0.7582 1.0018 0.6112
O 5.1649 1.3144 0.4353 -0.2049
O 3.9952 -0.6374 1.2236 -0.2095
F 3.7248 1.5011 2.3191 -0.0901
H -0.6166 -2.6825 0.8889 0.0912
H -1.5090 -3.5912 -0.2851 0.0897
H -0.6261 -2.2102 -0.8519 0.0593
H -3.1209 -0.1033 -2.3821 0.0879
H -1.4247 0.0302 -2.0030 0.0738
H -2.1744 -1.5502 -2.1956 0.0858
H -2.4189 1.5312 -0.2627 0.1255
H -3.1096 0.7689 1.1240 0.1206
H -0.9611 -0.1325 1.8529 0.1202
H -0.9351 1.5716 1.5910 0.1150
H 0.0439 1.0957 -0.7715 0.1114
H 0.4818 -0.4639 -0.0658 0.1002
H 1.1332 2.2789 1.0269 0.1287
H 1.5440 0.7810 1.8361 0.1171
```

=====

5.
# C7H10

A 2-piece molecular cluster, C7H10 overall (ωB97M-V/def2-TZVPD, the OMol25 dataset).

Relative energy (zero: lowest compared OMol25 entry of this formula, charge and spin), kJ/mol: 641.2
Total charge: 0

Geometry as XYZ:
```
17
Properties=species:S:1:pos:R:3:lowdin_charge:R:1
C -1.6759 -0.4953 -0.3428 -0.0489
C -2.5824 1.5426 -0.2276 0.0655
C -0.3575 -0.4053 -0.1386 -0.2481
C 0.7988 -1.1724 -0.7744 -0.0776
C 1.6343 -0.7830 0.4500 -0.1993
C 1.7785 0.6919 0.4842 -0.0755
C 0.4814 0.0898 0.9794 -0.1572
H -2.0659 -1.0111 -1.2153 0.0877
H -2.4220 -0.1588 0.3910 0.0334
H -2.2130 1.6898 -1.2633 -0.0578
H -1.7293 1.9222 0.3784 -0.0585
H 0.5579 -2.2366 -0.8449 0.1198
H 1.1824 -0.8210 -1.7385 0.1172
H 2.2511 -1.4607 1.0297 0.1349
H 1.8123 1.2617 -0.4431 0.1131
H 2.4052 1.0893 1.2785 0.1097
H 0.1440 0.2569 1.9975 0.1415
```

=====

Computed E_HOMO, in the same sequence as the records: -5.6; -8.7; -8.5; -9.4; -8.4 eV.